[1]
DFT (the ωB97M-V functional and the def2-TZVPD basis) results for an isolated ion of composition C5H7FNS and charge +1 in a non-equilibrium geometry.

Properties
- LUMO energy: -4.540 eV
- Maximum force: 4.815 eV/A
- Relative energy (zero: lowest compared OMol25 entry of this formula, charge and spin): 0.0 kcal/mol
- E_HOMO: -14.4 eV
- Energy: -747.2318 Ha

Geometry as ORCA input:
```
! RIJCOSX wB97M-V def2-TZVPD def2/J DEFGRID3
* xyz 1 1
C 0.2276 2.2669 0.9303
C 0.1286 1.0286 0.4401
C 1.7383 0.6862 1.9607
C -0.8468 0.5768 -0.5964
C 1.1457 -1.2674 0.5321
N 0.9286 0.0974 0.9690
F 2.5709 -0.0723 2.6349
S 1.4907 2.3392 2.1369
H -0.2513 3.0555 0.4965
H -1.3014 1.3353 -1.1461
H -0.5521 -0.0685 -1.4298
H -1.7240 0.0483 0.0110
H 0.0895 -1.7281 0.6226
H 1.3921 -1.4478 -0.4654
H 1.9996 -1.5279 1.2047
*
```



[2]
DFT (the ωB97M-V functional and the def2-TZVPD basis) results for an isolated molecule of C5H7FO.

Properties
- LUMO energy: 1.071 eV
- Maximum force: 0.620 eV/A
- Relative energy (zero: lowest compared OMol25 entry of this formula, charge and spin): 32.0 kcal/mol
- E_HOMO: -9.0 eV
- Energy: -369.7480 Ha

Geometry as ORCA input:
```
! RIJCOSX wB97M-V def2-TZVPD def2/J DEFGRID3
* xyz 0 1
C -1.7694 0.9768 -0.2419
C -1.3804 -0.2881 -0.2403
C -0.4469 -0.8863 0.7785
O 0.7028 -1.4806 0.1591
C 1.6378 -0.6532 -0.3752
C 1.8731 0.6455 -0.2098
F 1.1590 1.4667 0.5943
H -1.4110 1.6656 0.5130
H -2.4797 1.3709 -0.9627
H -1.7247 -0.9559 -1.0324
H -0.1873 -0.1236 1.5136
H -0.9294 -1.7069 1.2870
H 2.2856 -1.1937 -1.0558
H 2.6705 1.1628 -0.7273
*
```



[3]
DFT (the ωB97M-V functional and the def2-TZVPD basis) results for C5H7FOS as an isolated structure in a non-equilibrium geometry.

Properties
- LUMO energy: -1.031 eV
- Maximum force: 5.941 eV/A
- Relative energy (zero: lowest compared OMol25 entry of this formula, charge and spin): 90.6 kcal/mol
- E_HOMO: -8.9 eV
- Energy: -767.8458 Ha

Geometry as ORCA input:
```
! RIJCOSX wB97M-V def2-TZVPD def2/J DEFGRID3
* xyz 0 1
C -0.2852 2.0385 -0.5184
C 0.3187 0.7754 0.3694
C -0.0342 -0.3919 -0.4002
C -0.0041 -1.6873 0.0608
C 0.2745 -2.2334 1.3627
H 0.6986 1.2523 -2.3837
H -1.3884 2.0195 -0.3001
H 0.2881 3.0093 -0.1188
H -0.1894 0.7367 1.5005
H 1.4636 0.6617 0.4720
H -0.8329 -0.2479 -1.3105
H 0.7982 -1.5711 2.0583
O -0.3006 1.8457 -1.9303
F -0.6825 -2.5551 -0.7201
S -0.1243 -3.6525 1.8584
*
```



[4]
DFT (the ωB97M-V functional and the def2-TZVPD basis) results for C5H7FS as an isolated structure in a non-equilibrium geometry.

Properties
- LUMO energy: 0.884 eV
- Maximum force: 1.770 eV/A
- Relative energy (zero: lowest compared OMol25 entry of this formula, charge and spin): 6.4 kcal/mol
- E_HOMO: -8.9 eV
- Energy: -692.7380 Ha

Geometry as ORCA input:
```
! RIJCOSX wB97M-V def2-TZVPD def2/J DEFGRID3
* xyz 0 1
C 0.2021 -0.4801 -1.0357
C 1.0849 0.1449 0.0674
C 0.5022 -0.5341 1.3334
C -1.0073 -0.5156 1.0003
C -1.0254 0.1517 -0.3522
H 0.4317 -0.1131 -2.0829
H 2.1436 0.3013 -0.2306
H 0.7018 0.0462 2.2492
H 0.8881 -1.5691 1.5141
H -1.4840 -1.5011 0.9678
H -1.5655 0.1277 1.6941
H -1.9374 0.4223 -0.8636
F 0.2580 -1.8487 -1.0465
S -0.0025 1.6453 0.0057
*
```



[5]
DFT (the ωB97M-V functional and the def2-TZVPD basis) results for C5H7HgO3 as an isolated structure in a non-equilibrium geometry.

Properties
- ⟨S²⟩: 0.75
- LUMO energy (alpha / beta): -7.666 / -12.901 eV
- Maximum force: 1.617 eV/A
- Relative energy (zero: lowest compared OMol25 entry of this formula, charge and spin): 0.0 kcal/mol
- E_HOMO (alpha / beta): -16.5 / -16.5 eV
- Energy: -573.0610 Ha

Geometry as ORCA input:
```
! RIJCOSX wB97M-V def2-TZVPD def2/J DEFGRID3
* xyz 2 2
O -1.0198 1.8804 0.0149
C -2.0432 2.3504 -0.3733
C -3.1634 2.8700 -0.7578
H -3.2607 3.2220 -1.7870
H -4.0093 2.8783 -0.0664
O 0.5794 0.1040 0.1943
O -1.0922 -0.4927 -1.2542
C 1.2380 -1.1837 0.6803
C 2.6615 -0.8487 0.9836
C -0.3965 0.1119 -0.5561
H 0.6388 -1.4843 1.5460
H 1.1362 -1.9119 -0.1305
H 3.2392 -1.7688 0.8177
H 3.0711 -0.0859 0.3108
H 2.7831 -0.5260 2.0243
Hg -0.3621 -5.1150 -1.6467
*
```



[6]
DFT (the ωB97M-V functional and the def2-TZVPD basis) results for an isolated molecule of C5H7I in a non-equilibrium geometry.

Properties
- LUMO energy: 0.248 eV
- Maximum force: 4.940 eV/A
- Relative energy (zero: lowest compared OMol25 entry of this formula, charge and spin): 75.5 kcal/mol
- E_HOMO: -8.1 eV
- Energy: -492.2280 Ha

Geometry as ORCA input:
```
! RIJCOSX wB97M-V def2-TZVPD def2/J DEFGRID3
* xyz 0 1
C 0.9983 -0.5979 0.5214
C 0.3011 -1.4381 -0.5047
C -0.2896 1.4847 -0.4437
C 0.0816 0.6081 0.7079
C -1.0784 0.3196 -0.2931
I -3.1295 -0.2298 0.0040
H 1.1137 -1.2842 1.4583
H 1.9982 -0.3212 0.2127
H 0.6813 -1.5380 -1.5591
H -0.3861 -2.3179 -0.2570
H -0.8462 2.3995 -0.1407
H 0.3997 1.8417 -1.3413
H 0.1558 1.0737 1.6355
*
```



[7]
DFT (the ωB97M-V functional and the def2-TZVPD basis) results for an isolated molecule of C5H7I2NO2 in a non-equilibrium geometry.

Properties
- LUMO energy: -0.103 eV
- Maximum force: 5.399 eV/A
- Relative energy (zero: lowest compared OMol25 entry of this formula, charge and spin): 19.5 kcal/mol
- E_HOMO: -9.4 eV
- Energy: -995.3072 Ha

Geometry as ORCA input:
```
! RIJCOSX wB97M-V def2-TZVPD def2/J DEFGRID3
* xyz 0 1
O 0.6466 1.8528 -2.2321
C 1.1246 1.0933 -1.4054
O 2.0968 0.2018 -1.6573
C 0.5831 0.9468 0.0135
N 1.0885 -0.1316 0.7708
C 0.1734 -1.3316 0.7000
C -1.2226 -0.6340 0.6564
I -2.8783 -2.0139 0.2021
C -1.1707 0.4406 -0.2408
I -2.5696 1.9700 0.2222
H 2.0915 -0.3302 -0.8499
H 0.5068 2.0011 0.3613
H 1.4940 0.2010 1.7153
H 0.3663 -2.0405 1.4786
H 0.4246 -1.9874 -0.0964
H -1.4362 -0.4173 1.7450
H -1.3187 0.1791 -1.3834
*
```



[8]
DFT (the ωB97M-V functional and the def2-TZVPD basis) results for an isolated ion of composition C5H7IN and charge +1 in a non-equilibrium geometry.

Properties
- ⟨S²⟩: 2.02
- LUMO energy (alpha / beta): -4.084 / -8.181 eV
- Maximum force: 4.885 eV/A
- Relative energy (zero: lowest compared OMol25 entry of this formula, charge and spin): 40.4 kcal/mol
- E_HOMO (alpha / beta): -10.4 / -14.6 eV
- Energy: -546.6344 Ha

Geometry as ORCA input:
```
! RIJCOSX wB97M-V def2-TZVPD def2/J DEFGRID3
* xyz 1 3
C 2.2672 0.2977 0.0072
C -1.2208 0.3029 -0.9079
C -1.3952 0.2957 0.5934
C 0.5678 -1.6630 0.0894
C -0.3227 -0.5258 -0.1306
N 1.1447 -0.3106 0.0327
I 0.9276 -3.2000 -1.3884
H 2.2237 1.3460 0.0023
H 3.1887 -0.1739 0.2729
H -2.0713 -0.0314 -1.5441
H -0.9814 1.2273 -1.2465
H -1.1902 1.1378 1.1120
H -2.2794 -0.1676 1.1685
H 0.6254 -2.0768 1.1391
*
```